Entry from the Open Molecules 2025 dataset: 17 unconnected molecules or ions with the total composition C58H102O31 (ωB97M-V/def2-TZVPD).

Energy   -125270.420 eV
Lowest unoccupied orbital energy   -0.44 eV
E_HOMO   -8.5227 eV

The geometry in ORCA input format:
```
! RIJCOSX wB97M-V def2-TZVPD def2/J DEFGRID3
* xyz 0 1
C 35.68 29.37 7.27
C 35.39 30.37 6.16
C 36.40 31.52 6.01
O 37.05 31.37 4.77
C 36.48 30.33 4.06
O 36.74 30.05 2.91
O 35.54 29.73 4.88
H 35.42 29.79 8.25
H 36.75 29.22 7.36
H 35.23 28.39 7.13
H 34.43 30.85 6.33
H 36.96 31.48 6.95
H 35.89 32.49 6.00
C 28.51 39.18 2.11
C 29.33 38.76 3.29
C 28.52 38.28 4.50
O 29.07 37.06 4.89
C 29.89 36.63 3.87
O 30.55 35.55 3.86
O 29.91 37.58 2.96
H 27.88 38.33 1.87
H 29.19 39.45 1.30
H 27.86 40.04 2.31
H 30.12 39.48 3.53
H 27.48 38.13 4.19
H 28.46 39.14 5.15
C 32.42 39.96 0.76
C 33.59 39.02 0.73
C 33.77 38.11 1.91
O 33.92 36.86 1.29
C 33.85 36.91 -0.01
O 34.04 36.02 -0.81
O 33.48 38.11 -0.37
H 32.23 40.36 -0.23
H 32.55 40.77 1.47
H 31.59 39.36 1.14
H 34.44 39.67 0.52
H 32.92 38.34 2.56
H 34.69 38.39 2.42
C 31.79 24.79 11.32
C 31.73 24.62 9.86
C 30.37 24.86 9.28
O 30.71 25.65 8.20
C 31.93 26.05 8.20
O 32.47 26.80 7.35
O 32.56 25.46 9.20
H 31.35 25.76 11.56
H 32.83 24.86 11.65
H 31.26 23.97 11.80
H 31.96 23.61 9.51
H 29.71 25.42 9.94
H 29.90 23.88 9.11
C 32.14 31.32 4.22
C 31.33 32.57 3.73
C 31.79 33.11 2.37
O 30.53 33.19 1.71
C 29.53 32.58 2.39
O 28.35 32.49 1.97
O 29.98 32.12 3.54
H 33.16 31.58 4.53
H 32.16 30.63 3.38
H 31.71 30.73 5.03
H 31.44 33.37 4.45
H 32.51 32.41 1.94
H 32.27 34.09 2.43
C 28.75 30.53 -1.18
C 30.23 30.64 -0.68
C 30.51 29.73 0.55
O 31.77 29.15 0.19
C 32.07 29.34 -1.20
O 33.04 28.92 -1.81
O 31.04 30.08 -1.74
H 28.09 30.77 -0.35
H 28.45 29.55 -1.53
H 28.52 31.20 -2.01
H 30.52 31.66 -0.39
H 29.77 28.95 0.70
H 30.59 30.37 1.43
C 34.21 32.31 -0.68
C 35.25 31.48 0.15
C 35.78 30.24 -0.56
O 37.18 30.40 -0.34
C 37.50 31.61 0.17
O 38.62 31.99 0.51
O 36.34 32.32 0.22
H 34.00 33.25 -0.17
H 33.22 31.85 -0.56
H 34.44 32.49 -1.72
H 34.96 31.25 1.18
H 35.58 30.14 -1.62
H 35.35 29.37 -0.06
C 29.80 29.00 9.90
C 29.41 29.97 8.77
O 28.31 30.49 8.79
C 30.46 30.24 7.73
H 29.34 28.01 9.80
H 29.67 29.58 10.81
H 30.86 28.75 9.84
H 29.93 30.52 6.82
H 31.05 29.35 7.52
H 31.15 31.01 8.05
C 28.38 35.70 -0.61
C 28.94 35.03 -1.84
O 28.22 34.84 -2.77
C 30.33 34.49 -1.72
H 28.53 35.06 0.26
H 27.31 35.82 -0.78
H 28.70 36.73 -0.47
H 30.39 33.71 -0.96
H 31.10 35.20 -1.44
H 30.66 33.94 -2.60
C 33.05 31.14 10.21
C 32.40 31.60 11.48
O 31.19 31.49 11.70
C 33.37 32.11 12.54
H 32.57 30.24 9.81
H 34.07 30.77 10.30
H 33.07 31.87 9.40
H 33.99 32.87 12.06
H 34.02 31.31 12.87
H 32.74 32.63 13.27
C 27.69 32.16 6.41
C 27.34 33.33 7.25
O 26.42 33.25 8.05
C 28.12 34.55 7.07
H 27.53 31.22 6.95
H 28.73 32.26 6.08
H 27.01 32.11 5.56
H 27.53 35.45 7.20
H 28.59 34.55 6.09
H 28.87 34.53 7.87
C 35.25 35.44 4.03
C 35.74 34.17 3.28
O 34.87 33.33 2.86
C 37.23 34.04 2.94
H 34.27 35.63 3.59
H 35.86 36.32 3.79
H 35.27 35.26 5.10
H 37.34 33.05 2.51
H 37.85 34.05 3.84
H 37.60 34.82 2.27
C 35.94 27.07 2.08
C 34.53 26.54 2.26
O 34.46 25.29 2.27
C 33.39 27.53 2.60
H 36.35 27.27 3.07
H 35.87 27.95 1.43
H 36.53 26.31 1.57
H 33.51 28.36 1.89
H 33.55 27.93 3.60
H 32.36 27.22 2.47
C 27.89 29.59 3.96
C 29.00 28.54 3.95
O 29.72 28.25 3.01
C 29.32 27.88 5.25
H 28.00 30.19 3.06
H 27.88 30.21 4.86
H 26.96 29.03 3.93
H 28.80 26.92 5.27
H 28.99 28.48 6.10
H 30.41 27.80 5.35
C 25.44 32.57 -0.85
C 25.13 31.44 0.09
O 25.58 30.28 -0.05
C 24.13 31.79 1.18
H 26.52 32.55 -0.94
H 25.04 33.52 -0.49
H 24.93 32.30 -1.78
H 24.53 31.72 2.19
H 23.31 31.08 1.14
H 23.73 32.77 0.93
C 26.34 35.17 2.12
C 25.03 35.30 2.79
O 24.01 35.02 2.17
C 25.06 35.52 4.27
H 26.20 35.28 1.05
H 26.85 34.24 2.37
H 27.00 35.98 2.44
H 24.08 35.40 4.74
H 25.28 36.58 4.40
H 25.86 34.92 4.69
C 33.76 34.40 8.55
C 32.59 34.25 7.58
O 32.38 33.20 7.02
C 31.69 35.42 7.39
H 34.32 33.52 8.86
H 33.43 34.90 9.46
H 34.46 35.14 8.15
H 32.24 36.31 7.68
H 30.78 35.28 7.97
H 31.43 35.38 6.33
*
```